Arrangement w

An isolated molecule of C20H20N2O3. Source: the OMol25 dataset; level of theory: ωB97M-V/def2-TZVPD.

The HOMO energy is -8.5 eV. Its total charge is 0. The LUMO energy is 0.614 eV. The molecular weight comes out at 336.39 g mol⁻¹.

The geometry in XYZ format:
```
45
Properties=species:S:1:pos:R:3:lowdin_charge:R:1
C -5.15 -2.68 0.14 0.022
C -4.60 -1.31 0.15 -0.233
O -5.42 -0.27 0.33 0.036
N -4.71 0.88 0.31 0.129
C -3.45 0.57 0.12 -0.199
C -2.43 1.61 0.01 -0.186
C -1.45 1.53 -0.98 -0.036
C -0.48 2.52 -1.08 -0.079
C -0.48 3.58 -0.19 -0.084
C -1.46 3.67 0.78 -0.072
C -2.43 2.70 0.88 -0.019
C -3.30 -0.85 0.03 -0.017
C -2.10 -1.69 -0.12 -0.407
O -2.13 -2.79 -0.63 0.079
N -0.98 -1.10 0.41 0.142
C 0.35 -1.53 0.36 -0.203
C 0.72 -2.79 -0.08 -0.013
C 2.06 -3.14 -0.08 -0.064
C 3.03 -2.24 0.34 -0.021
C 2.66 -0.97 0.77 -0.281
O 3.60 -0.08 1.24 -0.048
C 4.21 0.79 0.29 -0.411
C 3.19 1.69 -0.41 -0.054
C 5.05 0.04 -0.74 -0.049
C 1.32 -0.63 0.78 0.050
H -5.96 -2.75 -0.58 0.096
H -5.55 -2.93 1.12 0.095
H -4.36 -3.38 -0.12 0.079
H -1.45 0.71 -1.68 0.126
H 0.27 2.45 -1.85 0.104
H 0.28 4.34 -0.27 0.104
H -1.47 4.51 1.47 0.105
H -3.21 2.76 1.63 0.116
H -1.10 -0.18 0.80 0.126
H -0.02 -3.49 -0.42 0.099
H 2.36 -4.12 -0.42 0.107
H 4.07 -2.52 0.35 0.115
H 4.86 1.41 0.92 0.146
H 2.53 1.10 -1.04 0.075
H 2.58 2.22 0.32 0.077
H 3.71 2.42 -1.03 0.083
H 5.61 0.75 -1.35 0.080
H 5.76 -0.61 -0.23 0.082
H 4.42 -0.57 -1.38 0.079
H 1.02 0.35 1.14 0.125
```



Arrangement x

An isolated molecule of C20H20N2O3. Source: the OMol25 dataset; level of theory: ωB97M-V/def2-TZVPD.

The HOMO energy is -8.2 eV. Its total charge is 0. The LUMO energy is 0.321 eV. The molecular weight comes out at 336.39 g mol⁻¹.

The geometry in XYZ format:
```
45
Properties=species:S:1:pos:R:3:lowdin_charge:R:1
C 4.82 2.64 0.63 -0.090
O 4.92 1.28 0.95 -0.081
C 3.92 0.44 0.55 -0.270
C 4.06 -0.89 0.94 0.013
C 3.11 -1.82 0.59 0.003
C 2.00 -1.44 -0.17 -0.259
N 1.00 -2.39 -0.49 -0.010
C 0.02 -2.65 0.56 -0.072
C -0.92 -1.48 0.69 -0.101
C -1.95 -1.29 -0.16 0.057
C -2.79 -0.14 -0.08 -0.153
C -3.87 0.09 -0.94 -0.019
C -4.64 1.22 -0.81 -0.051
C -4.36 2.17 0.18 -0.275
C -5.22 3.39 0.30 -0.049
C -3.30 1.96 1.03 0.020
C -2.51 0.81 0.92 -0.176
N -1.45 0.59 1.75 0.174
C -0.61 -0.50 1.73 -0.427
O 0.31 -0.58 2.53 0.062
C 0.80 -2.90 -1.73 -0.495
C 1.88 -2.57 -2.73 0.018
O -0.16 -3.60 -2.00 0.045
C 1.86 -0.12 -0.54 -0.012
C 2.81 0.82 -0.19 -0.005
H 5.70 3.11 1.06 0.093
H 4.82 2.81 -0.45 0.095
H 3.92 3.10 1.07 0.096
H 4.92 -1.17 1.52 0.120
H 3.21 -2.85 0.89 0.125
H 0.55 -2.80 1.51 0.130
H -0.53 -3.55 0.28 0.131
H -2.15 -2.03 -0.93 0.129
H -4.09 -0.64 -1.70 0.117
H -5.47 1.38 -1.48 0.112
H -5.21 3.95 -0.64 0.084
H -6.25 3.10 0.50 0.085
H -4.88 4.04 1.09 0.074
H -3.07 2.68 1.80 0.117
H -1.25 1.28 2.47 0.164
H 2.87 -2.73 -2.30 0.085
H 1.75 -3.19 -3.61 0.084
H 1.80 -1.52 -3.02 0.082
H 0.99 0.19 -1.11 0.127
H 2.67 1.85 -0.49 0.103
```



Computed relative energies in units of kJ/mol: arrangement w 165.1; arrangement x 0.0



Arrangement w

A cluster of 2 separate species, C3H5FN2O2 in total. Source: the OMol25 dataset; level of theory: ωB97M-V/def2-TZVPD.

The HOMO energy is -10.5 eV. Its total charge is 0. The LUMO energy is 0.312 eV. The molecular weight comes out at 120.08 g mol⁻¹.

The geometry in XYZ format:
```
13
Properties=species:S:1:pos:R:3:lowdin_charge:R:1
O 2.28 -0.06 -2.66 0.077
N 1.52 0.27 -1.76 -0.362
O 1.60 -0.35 -0.55 0.069
N 0.53 1.09 -1.74 0.093
F 0.20 1.63 -2.94 -0.021
H 0.79 -0.43 -0.06 0.019
C 0.52 0.39 1.81 0.127
C -0.49 -0.12 1.41 -0.205
C -1.79 -0.74 1.24 -0.104
H 1.41 0.91 1.92 0.039
H -1.81 -1.58 0.58 0.067
H -2.43 -0.91 2.18 0.125
H -2.33 -0.10 0.56 0.075
```



Arrangement x

An isolated molecule of C3H5FN2O2. Source: the OMol25 dataset; level of theory: ωB97M-V/def2-TZVPD.

The HOMO energy is -10.0 eV. Its total charge is 0. The LUMO energy is 0.323 eV. The molecular weight comes out at 120.08 g mol⁻¹.

The geometry in XYZ format:
```
13
Properties=species:S:1:pos:R:3:lowdin_charge:R:1
N -0.46 -1.36 -0.19 0.094
N -0.61 0.06 0.05 -0.057
C -1.87 0.61 0.30 -0.237
O -2.91 -0.02 0.28 0.053
C 0.52 0.83 -0.06 -0.414
O 0.41 2.01 0.14 0.096
C 1.82 0.13 -0.37 -0.072
F 2.15 -0.50 0.86 -0.052
H -0.13 -1.86 0.63 0.099
H -1.41 -1.74 -0.42 0.105
H -1.78 1.70 0.49 0.147
H 1.75 -0.72 -1.07 0.123
H 2.53 0.86 -0.65 0.112
```



Computed relative energies in units of kJ/mol: arrangement w 704.2; arrangement x 0.0



Arrangement w

A cluster of 9 separate species, C28H79N5O9 in total. Source: the OMol25 dataset; level of theory: ωB97M-V/def2-TZVPD.

The HOMO energy is -9.3 eV. Its total charge is 0. The LUMO energy is 0.270 eV. The molecular weight comes out at 629.97 g mol⁻¹.

The geometry in XYZ format:
```
121
Properties=species:S:1:pos:R:3:lowdin_charge:R:1
C 0.41 4.11 -2.65 -0.073
O -0.81 4.55 -2.04 -0.212
C -1.42 3.67 -1.10 -0.181
C -2.75 4.37 -0.69 -0.435
C -3.56 3.44 0.17 -0.080
N -3.48 4.73 -1.92 0.054
H 0.86 4.97 -3.14 0.086
H 0.23 3.29 -3.35 0.078
H 1.11 3.85 -1.85 0.077
H -1.75 2.72 -1.52 0.105
H -0.78 3.48 -0.24 0.124
H -2.57 5.23 -0.05 0.137
H -2.90 3.12 0.97 0.070
H -3.91 2.53 -0.32 0.070
H -4.39 4.06 0.51 0.085
H -2.63 4.73 -2.48 0.041
H -3.83 3.87 -2.31 0.061
C -3.65 -6.58 1.68 -0.152
O -3.99 -5.32 2.07 -0.190
C -4.19 -4.38 0.94 -0.142
C -4.82 -3.06 1.42 -0.425
C -4.99 -2.10 0.23 -0.052
N -3.99 -2.46 2.42 0.047
H -2.72 -6.62 1.11 0.073
H -4.46 -7.13 1.21 0.088
H -3.41 -7.23 2.53 0.090
H -3.21 -4.32 0.46 0.118
H -4.84 -4.86 0.22 0.124
H -5.79 -3.38 1.80 0.140
H -5.85 -2.36 -0.39 0.078
H -4.12 -2.04 -0.43 0.071
H -5.16 -1.08 0.57 0.068
H -3.84 -3.29 2.97 0.086
H -4.62 -1.90 2.97 0.097
C 1.88 0.87 -0.93 -0.065
O 0.52 0.42 -0.85 -0.216
C 0.33 -0.43 0.28 -0.122
C -1.18 -0.93 0.34 -0.368
C -2.20 0.16 0.38 -0.060
N -1.39 -1.73 1.53 0.051
H 2.05 1.73 -0.29 0.083
H 2.14 1.23 -1.93 0.072
H 2.63 0.09 -0.77 0.080
H 1.03 -1.25 0.21 0.121
H 0.62 0.10 1.19 0.100
H -1.40 -1.54 -0.54 0.131
H -3.25 -0.03 0.60 0.064
H -2.22 0.72 -0.55 0.052
H -1.88 0.85 1.17 0.084
H -1.13 -1.16 2.31 0.053
H -2.35 -2.01 1.67 0.031
C 3.80 -1.12 -4.48 -0.082
O 3.97 0.05 -5.30 -0.206
C 3.69 1.28 -4.61 -0.192
C 4.28 2.45 -5.46 -0.423
C 3.93 3.87 -5.01 -0.069
N 3.87 2.36 -6.87 0.035
H 3.82 -1.99 -5.13 0.088
H 2.92 -1.13 -3.83 0.081
H 4.72 -1.10 -3.90 0.080
H 2.66 1.42 -4.28 0.110
H 4.26 1.27 -3.68 0.108
H 5.37 2.42 -5.42 0.131
H 4.55 4.65 -5.43 0.081
H 4.01 3.91 -3.92 0.069
H 2.86 3.96 -5.21 0.070
H 4.15 1.43 -7.15 0.058
H 2.86 2.33 -6.89 0.069
C 0.80 -1.73 3.84 -0.074
O 0.72 -0.30 3.95 -0.237
C 2.03 0.26 3.82 -0.167
C 1.91 1.78 3.92 -0.407
C 1.13 2.54 2.85 -0.048
N 3.29 2.31 3.95 0.036
H -0.24 -2.05 3.89 0.089
H 1.46 -2.29 4.51 0.097
H 1.22 -1.98 2.87 0.078
H 2.76 -0.22 4.48 0.135
H 2.32 0.03 2.79 0.111
H 1.47 2.10 4.86 0.138
H 1.67 2.75 1.94 0.070
H 0.68 3.38 3.37 0.092
H 0.34 1.88 2.49 0.050
H 3.84 1.81 3.28 0.026
H 3.80 2.04 4.78 0.069
C 0.31 -6.19 0.43 -0.086
C 0.31 -4.70 0.59 -0.371
O -0.52 -4.33 1.61 -0.109
H -0.58 -6.57 -0.08 0.062
H 0.42 -6.81 1.32 0.079
H 1.18 -6.39 -0.19 0.069
H -0.19 -4.22 -0.26 0.110
H 1.30 -4.28 0.77 0.105
H -0.69 -3.38 1.56 -0.004
C 6.45 -0.19 0.36 -0.086
C 5.14 0.18 1.00 -0.314
O 5.30 0.41 2.41 -0.101
H 6.92 -1.06 0.80 0.082
H 7.18 0.62 0.35 0.078
H 6.30 -0.40 -0.70 0.071
H 4.37 -0.58 0.87 0.104
H 4.72 1.09 0.58 0.105
H 5.92 1.14 2.53 0.085
C -2.01 0.31 -4.95 -0.085
C -1.54 0.14 -3.52 -0.323
O -0.27 0.75 -3.33 -0.092
H -2.28 1.33 -5.22 0.073
H -2.88 -0.30 -5.19 0.071
H -1.28 -0.04 -5.68 0.072
H -1.52 -0.90 -3.20 0.107
H -2.31 0.58 -2.88 0.090
H 0.02 0.54 -2.44 0.009
C -3.44 1.46 5.08 -0.087
C -2.28 0.55 4.84 -0.327
O -1.17 1.39 4.56 -0.096
H -3.63 2.06 4.19 0.073
H -3.30 2.13 5.94 0.078
H -4.34 0.86 5.27 0.070
H -2.45 -0.05 3.95 0.090
H -2.09 -0.11 5.69 0.114
H -0.40 0.89 4.28 0.005
```



Arrangement x

A structure of composition C28H79N5O9. Source: the OMol25 dataset; level of theory: ωB97M-V/def2-TZVPD.

The HOMO energy is -8.2 eV. Its total charge is 0. The LUMO energy is 0.007 eV. The molecular weight comes out at 629.97 g mol⁻¹.

The geometry in XYZ format:
```
121
Properties=species:S:1:pos:R:3:lowdin_charge:R:1
C 2.64 -4.35 0.69 -0.050
C 2.23 -3.17 -0.16 -0.306
O 2.01 -2.09 0.68 -0.124
H 2.62 -5.29 0.13 0.072
H 1.97 -4.46 1.54 0.065
H 3.64 -4.15 1.07 0.080
H 1.24 -3.27 -0.62 0.114
H 3.05 -3.01 -0.86 0.096
H 1.61 -1.38 0.18 -0.208
C 3.85 0.19 -0.66 -0.015
C 3.41 -0.76 -1.80 -0.219
O 2.48 -0.05 -2.52 -0.187
H 4.78 -0.11 -0.17 0.089
H 2.99 0.42 -0.03 0.078
H 4.15 1.13 -1.11 0.067
H 3.11 -1.76 -1.47 0.084
H 4.27 -0.97 -2.44 0.134
H 2.73 0.86 -2.68 -0.063
C -0.08 -0.51 1.00 -0.066
C 0.21 -0.28 -0.44 -0.268
O 1.37 -0.97 -0.77 -0.071
H 0.52 0.12 1.66 0.085
H 0.14 -1.52 1.35 0.076
H -1.14 -0.43 1.24 0.030
H 0.37 0.74 -0.78 0.077
H -0.64 -0.62 -1.02 0.054
H 1.64 -0.60 -1.62 -0.012
C 1.32 2.35 -0.93 -0.040
C 1.67 2.62 -2.37 -0.191
O 2.97 2.09 -2.62 -0.038
H 1.25 1.27 -0.81 0.034
H 0.48 2.97 -0.61 0.084
H 2.09 2.62 -0.20 0.111
H 1.73 3.67 -2.65 0.132
H 0.94 2.22 -3.07 0.122
H 3.62 2.71 -2.28 0.140
C 3.88 -0.57 2.61 -0.063
C 2.79 0.22 3.37 -0.411
C 1.51 -0.61 3.33 -0.202
O 1.85 -1.79 4.07 -0.147
C 0.87 -2.75 3.97 -0.122
N 3.26 0.57 4.68 0.042
H 4.64 0.14 2.30 0.064
H 3.59 -1.05 1.68 0.039
H 4.35 -1.40 3.15 0.083
H 2.61 1.20 2.91 0.117
H 1.17 -0.81 2.31 0.048
H 0.80 -0.02 3.91 0.131
H 0.73 -2.92 2.90 0.066
H -0.11 -2.38 4.28 0.055
H 1.12 -3.69 4.46 0.108
H 4.11 1.12 4.70 0.071
H 3.42 -0.35 5.09 0.067
C -2.03 -3.36 3.20 -0.041
C -1.68 -1.95 2.65 -0.384
C -2.57 -1.63 1.37 -0.217
O -2.72 -2.81 0.47 -0.151
C -1.64 -3.02 -0.49 0.000
N -1.76 -0.84 3.62 0.080
H -1.52 -3.59 4.13 0.061
H -1.65 -4.14 2.54 0.088
H -3.06 -3.48 3.53 0.083
H -0.65 -2.10 2.33 0.059
H -2.22 -0.70 0.93 0.042
H -3.57 -1.34 1.68 0.147
H -0.71 -3.18 0.07 0.097
H -1.53 -2.04 -0.94 -0.008
H -1.98 -3.77 -1.21 0.132
H -1.54 0.00 3.10 -0.066
H -2.74 -0.71 3.83 0.093
C -2.49 1.24 -5.54 -0.060
C -1.64 0.06 -6.06 -0.379
C -0.38 -0.14 -5.13 -0.110
O -0.71 -0.23 -3.74 -0.328
C 0.43 -0.23 -2.91 -0.117
N -2.54 -1.08 -6.18 0.033
H -2.45 1.42 -4.47 0.065
H -3.56 1.07 -5.68 0.068
H -2.31 2.13 -6.15 0.074
H -1.31 0.35 -7.06 0.127
H 0.35 0.64 -5.33 0.128
H -0.02 -1.16 -5.28 0.131
H 1.13 0.61 -2.99 0.086
H 1.07 -1.09 -3.10 0.155
H 0.03 -0.41 -1.92 0.023
H -3.38 -0.67 -6.54 0.058
H -2.84 -1.36 -5.26 0.064
C 1.42 5.44 1.70 -0.056
C 0.32 4.39 1.37 -0.417
C -0.09 3.18 2.37 -0.101
O -1.00 2.34 1.62 -0.128
C -1.53 1.25 2.36 -0.214
N -0.81 5.18 0.95 0.033
H 1.35 5.93 2.67 0.068
H 1.39 6.20 0.91 0.074
H 2.41 4.98 1.72 0.063
H 0.72 3.95 0.45 0.055
H -0.43 3.66 3.29 0.124
H 0.82 2.66 2.64 0.104
H -2.12 1.49 3.25 0.146
H -0.72 0.54 2.51 0.055
H -2.27 0.80 1.71 0.032
H -1.46 4.59 0.45 0.066
H -1.26 5.43 1.82 0.075
C -3.96 1.46 0.85 -0.041
C -3.37 0.88 -0.45 -0.437
C -3.39 -0.62 -0.52 -0.151
O -3.17 -1.08 -1.94 -0.089
C -1.85 -0.89 -2.29 -0.209
N -4.15 1.45 -1.45 0.069
H -4.12 2.54 0.79 0.097
H -3.33 1.28 1.72 0.016
H -4.85 0.96 1.24 0.093
H -2.32 1.19 -0.48 0.144
H -4.33 -1.01 -0.15 0.151
H -2.58 -1.16 -0.02 0.008
H -1.42 0.11 -2.35 0.123
H -1.65 -1.27 -3.30 0.124
H -1.27 -1.52 -1.62 0.021
H -4.88 0.75 -1.45 0.090
H -3.78 1.30 -2.38 0.068
```



Computed relative energies in units of kJ/mol: arrangement w 0.0; arrangement x 2767.0